No. 1
The following is a quantum chemistry calculation of a molecular structure, C12H30ClI2IrN4P2 at a distorted geometry, from the OMol25 dataset.

```
52
Properties=species:S:1:pos:R:3:forces:R:3:nbo_charge:R:1
I -4.2202 -1.1509 -0.7189 -0.275 -0.861 1.733 0.62
I -3.2135 1.8466 -2.0946 -1.011 -1.595 -1.071 0.46
Ir 0.5755 -0.1735 0.5774 5.086 -3.294 -2.263 0.62
P 0.8479 -1.1574 -1.5992 -0.253 -1.128 -2.381 0.93
C 2.2795 -2.1476 -2.1240 1.018 0.643 1.480 -0.91
C -0.3687 -2.3701 -2.1423 -0.946 0.558 0.598 -0.93
H -0.0392 -2.8426 -3.0965 -0.388 0.227 0.920 0.28
H 1.1185 -0.4447 -3.8664 -0.237 0.342 0.313 0.28
H -1.2391 -1.7222 -2.3009 -0.362 -0.658 -0.177 0.22
H -0.3269 0.3127 -3.0525 0.378 0.324 -0.173 0.24
H 2.5237 -2.8270 -1.3051 0.249 -0.164 -0.198 0.25
H -0.5661 -3.0448 -1.2993 -0.088 -0.292 -0.643 0.26
C 0.7304 0.0429 -2.9556 0.276 -0.072 0.660 -0.93
H 2.0825 -2.7232 -3.0258 -0.178 0.260 -0.011 0.28
H 1.3778 0.8669 -2.6441 -0.261 0.321 -0.601 0.25
H 3.0912 -1.4363 -2.2595 0.409 -0.324 -0.184 0.26
P -0.7525 0.9651 1.6464 -6.045 4.498 4.070 0.98
C -0.4857 1.4813 3.4026 1.654 -0.464 -0.011 -0.88
C -1.2441 2.5984 0.9725 0.512 -0.491 0.118 -0.91
H -2.9076 0.4964 1.0054 -0.361 -0.131 0.771 0.20
H -2.9382 1.1242 2.7511 0.476 -1.261 -1.006 0.28
H -2.4216 -0.6623 2.2944 -0.461 0.579 0.303 0.26
C -2.4522 0.4063 2.0162 -0.329 -0.443 -1.020 -0.92
H -1.9189 2.4085 0.1296 0.167 0.363 0.364 0.20
H -1.7208 3.1462 1.8098 0.171 -0.130 -0.719 0.28
H -1.4278 1.8446 3.8408 0.500 -0.079 -0.346 0.28
H 0.2886 2.2601 3.3502 -0.209 -0.185 0.589 0.26
H -0.3362 3.0825 0.6381 -0.019 0.617 -0.162 0.26
H -0.1260 0.5907 3.9504 -0.124 0.616 0.099 0.25
Cl -4.2228 -0.2197 -3.1349 0.741 2.293 -1.131 -0.08
C 2.6210 -1.5639 2.3097 4.130 0.005 2.526 -0.14
N 2.5748 -0.2849 1.4627 0.223 -1.348 0.367 -0.52
C 3.7867 -0.3651 0.5880 2.865 -0.326 0.291 -0.11
N 5.1012 -0.4897 1.3610 -0.850 0.284 -1.050 -0.41
C 5.1082 -1.7161 2.1844 0.440 0.703 -0.993 -0.09
N 4.0193 -1.5968 3.0700 -2.734 -2.744 0.127 -0.42
C 4.1588 -0.5421 3.9894 -0.728 1.385 0.110 -0.09
N 4.1170 0.7055 3.2041 -0.976 0.710 -0.744 -0.40
C 2.8074 0.8117 2.4120 1.896 1.001 2.422 -0.12
C 5.1976 0.6872 2.2220 -0.094 -0.123 -0.005 -0.11
H 2.7533 -2.5124 1.7588 -1.094 0.681 -0.211 0.25
H 1.9853 -1.5548 3.2244 -0.456 0.012 -1.348 0.25
H 3.9786 0.5315 -0.0231 -0.832 -0.222 0.157 0.24
H 3.6993 -1.2607 -0.0122 -0.043 -0.053 -0.273 0.21
H 6.0767 -1.9309 2.6838 -0.572 0.722 -0.069 0.26
H 4.9823 -2.5428 1.5188 -0.258 -0.733 -0.501 0.20
H 3.3133 -0.5114 4.6592 -0.443 -0.102 0.350 0.20
H 5.0320 -0.6223 4.6600 -0.013 0.100 -0.766 0.26
H 2.8967 1.8027 1.9448 -0.439 -0.454 -0.295 0.24
H 2.0122 0.7722 3.1468 -0.143 0.241 0.096 0.21
H 6.1656 0.7877 2.6857 0.316 -0.527 0.451 0.25
H 5.1454 1.5627 1.6120 -0.286 0.721 -0.559 0.20
```
Forces are in eV/Å.

Output
E_HOMO (alpha / beta) = -16.34 / -16.28 eV
net charge = +3
ΔE to the lowest compared entry with this formula, charge and spin = 359.9 kJ/mol
multiplicity = 6
LUMO (alpha / beta) = -12.339 / -13.333 eV

=====

No. 2
The following is a quantum chemistry calculation of 3 unconnected molecules or ions with the total composition C12H30ClN2O8, from the OMol25 dataset.

```
53
Properties=species:S:1:pos:R:3:forces:R:3:nbo_charge:R:1
Cl 1.0819 -0.4672 1.0639 -0.140 0.058 -0.296 2.55
O 2.0975 -1.4255 0.6996 0.204 0.033 0.053 -0.88
O 1.4283 0.2094 2.2880 0.026 -0.102 0.089 -0.87
O 0.9531 0.5219 0.0064 -0.041 -0.079 0.008 -0.89
O -0.1734 -1.1699 1.2187 -0.113 0.070 0.077 -0.89
C 2.5587 -4.8388 1.3805 -0.098 0.009 0.265 -0.26
O 3.2133 -5.3490 0.2362 0.081 0.096 -0.006 -0.54
C 2.4294 -5.4431 -0.9262 -0.086 -0.539 -0.460 -0.05
C 1.7407 -4.1682 -1.3726 -0.054 0.405 0.497 -0.26
N 1.0039 -4.4193 -2.5876 0.765 -0.195 -0.362 -0.64
C 0.1486 -3.3628 -3.0689 -0.537 -0.483 -0.215 -0.23
C -0.8228 -2.8021 -2.0669 -0.380 0.565 0.456 -0.09
O -1.7145 -3.8238 -1.6545 0.199 -0.111 0.149 -0.56
C -2.4443 -3.4500 -0.5006 0.047 0.020 -0.164 -0.25
H 1.8196 -5.5471 1.7811 -0.044 -0.011 -0.169 0.15
H 2.0808 -3.8751 1.2045 0.032 0.009 -0.004 0.21
H 3.3192 -4.6928 2.1469 0.066 -0.037 -0.074 0.18
H 1.6685 -6.2479 -0.8575 -0.011 0.190 0.382 0.14
H 3.1038 -5.8011 -1.7107 0.074 0.229 0.030 0.18
H 2.4787 -3.3711 -1.5199 0.020 -0.092 -0.131 0.20
H 1.0996 -3.7934 -0.5629 -0.020 -0.134 -0.049 0.18
H 0.5764 -5.3317 -2.5881 -0.349 0.152 0.131 0.36
H -0.4660 -3.7984 -3.8666 0.231 0.164 -0.147 0.19
H 0.7386 -2.5423 -3.4843 0.075 0.000 0.005 0.19
H -1.3992 -1.9770 -2.5144 0.111 -0.018 -0.084 0.16
H -0.3194 -2.3760 -1.1894 0.040 -0.035 -0.091 0.20
H -3.2748 -2.7834 -0.7661 -0.015 -0.026 0.046 0.16
H -1.8078 -2.9289 0.2211 0.000 -0.065 0.022 0.20
H -2.8329 -4.3669 -0.0602 -0.094 0.033 0.041 0.17
C -3.1142 6.0011 2.7399 -0.072 -0.099 0.021 -0.24
O -2.4386 4.9023 2.1849 0.100 0.087 -0.011 -0.54
C -1.3547 4.4822 2.9959 -0.386 0.094 0.053 -0.07
C -0.8153 3.1557 2.5245 0.506 -0.774 -0.164 -0.23
N -0.5560 3.0997 1.1091 0.011 0.445 -0.621 -0.62
C 0.4436 4.0236 0.6364 0.219 0.344 0.297 -0.23
C 0.6926 3.8871 -0.8572 0.381 0.077 0.128 -0.06
O -0.5034 3.7146 -1.5710 -0.153 -0.055 -0.040 -0.53
C -0.2654 3.4138 -2.9163 0.083 0.002 -0.197 -0.24
H -2.4432 6.6455 3.3201 0.026 0.033 -0.043 0.16
H -3.9236 5.6629 3.4020 0.045 0.081 0.025 0.16
H -3.5422 6.5907 1.9286 -0.048 -0.040 -0.004 0.18
H -1.7120 4.3636 4.0297 0.187 0.007 0.034 0.16
H -0.5852 5.2661 2.9875 0.039 -0.041 0.056 0.15
H -1.5229 2.3569 2.7557 -0.082 0.097 0.023 0.20
H 0.1011 2.9238 3.1002 -0.118 0.162 0.204 0.17
H -0.2940 2.1823 0.7688 -0.192 -0.275 0.361 0.40
H 1.4289 3.8763 1.1291 -0.063 -0.034 -0.070 0.16
H 0.1677 5.0543 0.8877 -0.282 -0.077 -0.155 0.17
H 1.3738 3.0398 -1.0167 -0.196 -0.101 -0.123 0.18
H 1.2066 4.7930 -1.2208 0.072 -0.064 0.059 0.15
H -1.2182 3.1644 -3.3823 -0.022 0.056 0.042 0.18
H 0.4087 2.5553 -3.0319 -0.015 -0.002 0.085 0.17
H 0.1807 4.2668 -3.4532 -0.027 -0.029 0.042 0.15
```
Forces are in eV/Å.

Output
E_HOMO = -5.47 eV
net charge = -1
ΔE to the lowest compared entry with this formula, charge and spin = 0.0 kJ/mol
LUMO = 2.935 eV

=====

No. 3
The following is a quantum chemistry calculation of a molecular structure, C12H30CrF3NO12P2S2 at a distorted geometry, from the OMol25 dataset.

```
63
Properties=species:S:1:pos:R:3:forces:R:3:nbo_charge:R:1
Cr 11.2309 -22.5883 -20.5165 -4.521 -3.486 -1.230 1.86
F 10.2003 -23.5615 -21.9378 2.111 2.110 2.304 -0.57
N 10.0924 -21.0061 -20.2360 -0.178 0.585 -2.082 -1.20
S 9.1081 -20.1106 -21.3558 -0.297 2.045 -5.262 2.41
O 9.6618 -18.8324 -21.7170 -0.447 -1.301 1.984 -0.80
O 7.7079 -20.2903 -21.1906 1.303 -0.584 0.529 -0.79
F 9.5384 -20.8792 -22.6627 -0.075 -1.289 0.708 -0.48
S 9.7096 -20.1042 -18.9746 1.534 4.538 7.507 2.40
O 8.3863 -20.2277 -18.4751 0.021 -0.803 -1.168 -0.82
O 10.2931 -18.7521 -18.8663 -0.842 -3.712 -1.568 -0.79
F 10.5604 -20.9306 -17.8694 0.182 -0.311 -1.162 -0.51
C 12.5846 -29.2343 -20.7998 0.715 -0.735 0.278 -0.65
C 13.0492 -28.1676 -21.7725 -0.668 -1.333 -0.532 -0.09
O 12.4616 -26.8664 -21.5607 0.833 0.671 -0.608 -0.68
P 13.3943 -25.5846 -21.4802 0.994 -1.783 3.158 2.59
O 12.5817 -24.4475 -21.0166 0.289 1.484 -0.643 -1.14
O 14.4537 -26.0760 -20.3407 -2.503 -1.214 -4.515 -0.76
C 15.0573 -25.2785 -19.3727 -0.190 2.285 0.377 -0.07
C 16.5716 -25.4245 -19.4331 -1.495 0.287 1.139 -0.63
O 14.0861 -25.5805 -23.0146 -1.986 0.467 0.362 -0.53
C 13.3085 -24.9124 -24.0532 0.234 0.311 1.029 -0.06
C 11.8701 -25.6450 -24.3716 1.290 -0.299 0.720 -0.51
H 13.1618 -30.0721 -21.1911 0.483 -0.254 0.401 0.26
H 12.8746 -29.0352 -19.7681 0.196 0.057 -0.120 0.23
H 11.6097 -29.7212 -20.7742 -0.551 1.072 -0.511 0.26
H 14.1372 -28.1494 -21.8355 0.001 0.413 0.439 0.22
H 12.7278 -28.4817 -22.7656 -0.249 0.121 -0.188 0.23
H 14.5691 -24.3150 -19.5194 1.116 0.961 -0.307 0.17
H 14.5627 -25.4387 -18.4147 0.620 -1.245 0.325 0.21
H 16.8172 -24.8554 -18.5365 0.988 -0.154 -0.068 0.25
H 16.7446 -26.4899 -19.2809 0.510 0.150 0.009 0.24
H 17.0679 -25.0354 -20.3221 -0.265 -0.016 0.088 0.24
H 13.0261 -23.9433 -23.6417 -0.205 0.120 -0.044 0.24
H 13.8989 -24.7967 -24.9622 0.177 -0.582 0.176 0.27
H 12.1442 -26.6442 -24.7100 -0.213 0.192 -0.498 0.24
H 11.3740 -25.7337 -23.4051 -0.282 0.409 -0.159 0.24
H 11.3971 -24.9786 -25.0929 -0.054 -0.288 0.037 0.28
C 11.7732 -26.9177 -17.8215 0.428 -0.823 -0.666 -0.64
C 10.6338 -26.6813 -18.8273 1.390 -0.256 0.583 -0.06
O 9.5446 -26.0275 -18.2288 -0.778 3.343 0.486 -0.76
P 9.2016 -24.4316 -18.3217 -4.535 -2.785 2.292 2.61
O 10.1245 -23.6295 -19.1876 1.956 0.992 -0.396 -1.13
O 7.7134 -24.5453 -18.9660 4.920 -3.940 3.364 -0.76
C 6.9643 -23.5232 -19.4126 -0.411 1.983 -3.185 -0.06
C 6.5575 -23.9248 -20.8457 -0.551 0.624 -0.659 -0.65
O 8.8791 -23.9607 -16.7485 0.608 -0.535 -4.000 -0.75
C 9.9006 -23.9278 -15.7492 1.043 -0.087 0.945 -0.06
C 9.7007 -22.7881 -14.7728 -0.567 1.312 -0.262 -0.66
H 11.6863 -27.8310 -17.2329 -0.600 0.456 0.573 0.25
H 12.6753 -27.1731 -18.3774 0.171 0.190 -0.468 0.20
H 12.0572 -26.0318 -17.2535 -0.425 -0.072 0.274 0.22
H 11.0935 -26.0747 -19.6076 -0.615 -0.065 -0.416 0.17
H 10.1964 -27.6140 -19.1836 0.398 0.052 -0.323 0.22
H 6.0676 -23.4203 -18.8015 0.334 0.628 0.121 0.22
H 7.7174 -22.7359 -19.4444 -1.296 1.400 -0.035 0.16
H 6.3110 -23.0919 -21.5042 -0.972 0.500 0.682 0.24
H 7.2949 -24.3104 -21.5496 0.868 -0.671 0.961 0.22
H 5.7412 -24.6446 -20.7841 -0.057 0.145 -0.241 0.23
H 9.9639 -24.8923 -15.2456 -0.575 -0.105 0.058 0.20
H 10.8859 -23.8458 -16.2082 0.138 0.362 -0.266 0.16
H 8.6954 -22.5876 -14.4022 -0.265 -1.242 0.295 0.25
H 10.3949 -22.8088 -13.9326 -0.032 -0.267 -0.127 0.24
H 9.7854 -21.8091 -15.2445 0.850 -0.031 -0.496 0.23
```
Forces are in eV/Å.

Output
E_HOMO (alpha / beta) = -15.94 / -15.94 eV
net charge = +2
multiplicity = 5
LUMO (alpha / beta) = -9.982 / -13.126 eV

=====

No. 4
The following is a quantum chemistry calculation of a molecular structure, C12H30F4HgN4O12S4 at a distorted geometry, from the OMol25 dataset.

```
67
Properties=species:S:1:pos:R:3:forces:R:3:nbo_charge:R:1
Hg 21.0248 -18.6437 -22.6694 0.014 0.647 0.057 1.10
N 22.5086 -19.4662 -19.4502 3.552 -1.010 0.577 -1.12
S 22.1525 -19.4107 -17.9239 -3.103 1.765 4.213 2.39
O 22.8920 -18.4431 -17.0655 -1.277 -2.427 -2.275 -0.88
O 21.7143 -20.6725 -17.3514 0.620 1.786 -0.624 -0.89
F 20.7540 -18.6255 -18.2264 0.230 -0.128 0.306 -0.53
S 24.0842 -20.1202 -19.2264 1.436 -2.496 -0.747 2.36
O 24.3281 -21.1332 -18.1754 -0.984 2.889 -1.828 -0.85
O 25.1411 -19.2049 -19.5510 -1.054 -0.213 0.237 -0.89
F 23.9397 -21.0630 -20.4919 0.208 0.073 -0.620 -0.51
N 20.2113 -18.2832 -26.3854 -0.368 3.774 -3.086 -1.03
S 20.1557 -16.9855 -27.4990 1.634 6.890 -0.134 2.26
O 18.8402 -16.6083 -28.0326 2.000 -1.860 0.383 -0.86
O 21.3646 -16.7530 -28.3277 -2.770 -0.871 2.288 -0.86
F 20.2514 -15.7454 -26.4278 0.569 -0.909 0.347 -0.53
S 19.7426 -19.1564 -27.6209 -2.370 -8.542 -1.744 2.32
O 20.5389 -19.2725 -28.8370 -1.241 1.924 0.846 -0.85
O 18.3116 -19.5078 -27.7185 2.421 1.626 0.320 -0.90
F 20.3236 -20.4448 -26.9570 0.234 -2.062 1.422 -0.53
C 13.9333 -18.2472 -24.4568 0.011 -0.491 -0.897 -0.25
O 15.2040 -18.2472 -23.8521 -0.384 -0.036 -0.148 -0.55
C 15.1677 -17.4841 -22.6910 0.460 0.755 0.296 -0.08
C 16.6013 -17.5182 -22.1227 0.153 1.715 1.111 -0.26
N 17.2211 -18.7505 -22.4785 0.089 -1.167 0.359 -0.46
C 16.9386 -19.9455 -21.7194 -0.128 -0.962 0.800 -0.26
C 17.2736 -21.2686 -22.4535 1.186 3.051 0.837 -0.08
O 18.6958 -21.2213 -22.7140 -1.736 -1.276 0.093 -0.54
C 19.0734 -22.5492 -23.0311 2.545 -0.389 -0.550 -0.28
H 13.9745 -18.9931 -25.2506 -0.229 -0.115 0.194 0.21
H 13.7292 -17.2984 -24.9530 -0.064 0.242 0.249 0.19
H 13.1838 -18.4791 -23.7002 -0.261 -0.060 -0.199 0.17
H 14.4296 -17.8535 -21.9790 -0.041 -0.379 0.186 0.17
H 14.8566 -16.4708 -22.9452 0.171 0.298 0.163 0.19
H 16.6080 -17.2844 -21.0581 -0.024 -0.349 0.148 0.21
H 17.2026 -16.7238 -22.5650 -0.174 0.134 -0.313 0.22
H 16.6155 -18.9221 -23.2684 1.045 -0.591 -1.871 0.42
H 15.8649 -19.9988 -21.5391 -0.571 0.074 -0.117 0.21
H 17.3313 -20.0141 -20.7050 0.613 0.578 -0.103 0.22
H 16.7518 -21.2443 -23.4101 -0.211 -0.778 0.058 0.20
H 17.0149 -21.9925 -21.6807 -0.064 -0.725 -0.718 0.20
H 19.3419 -23.1791 -22.1830 -0.660 0.155 0.546 0.19
H 20.0433 -22.4560 -23.5196 0.098 0.075 -0.299 0.19
H 18.4750 -23.1297 -23.7332 -0.673 0.521 0.103 0.19
C 20.2621 -12.2912 -22.7912 1.178 0.553 -0.580 -0.27
O 21.7112 -12.5340 -22.8870 -1.851 -0.044 -0.612 -0.55
C 22.2530 -12.8186 -21.6329 1.120 0.502 -0.336 -0.08
C 22.1602 -14.3116 -21.2758 -1.284 -0.041 0.873 -0.27
N 22.3648 -15.1484 -22.4815 0.575 1.009 1.631 -0.51
C 23.8015 -15.1212 -22.7108 0.337 -1.573 -0.953 -0.26
C 24.2554 -16.0545 -23.8575 0.595 -0.777 -0.116 -0.07
O 23.8705 -17.4443 -23.7476 -1.164 0.921 1.031 -0.53
C 24.4266 -18.3367 -24.6926 0.123 -0.164 -0.178 -0.25
H 19.8146 -12.9461 -22.0435 -0.182 -0.062 -0.277 0.17
H 19.8377 -12.3542 -23.7932 0.065 -0.707 0.113 0.21
H 20.0876 -11.2442 -22.5434 0.186 0.049 0.541 0.19
H 21.8103 -12.1109 -20.9320 0.089 -0.463 0.654 0.20
H 23.3133 -12.5853 -21.7300 0.084 0.271 0.146 0.19
H 21.1674 -14.4530 -20.8486 -0.117 -0.466 -0.107 0.20
H 22.8731 -14.5370 -20.4827 -0.006 -0.167 -0.132 0.22
H 21.9780 -14.5056 -23.1578 -0.624 -0.451 -1.115 0.40
H 24.3649 -15.3605 -21.8089 -0.291 -0.177 0.100 0.22
H 24.0779 -14.1070 -22.9992 0.287 0.053 -0.256 0.21
H 25.3436 -16.1011 -23.8175 0.258 0.401 -0.030 0.20
H 23.9825 -15.6479 -24.8314 -0.293 -0.119 -0.124 0.19
H 24.4347 -17.9266 -25.7025 -0.162 0.011 -0.053 0.20
H 23.8248 -19.2448 -24.6571 -0.023 0.102 -0.190 0.19
H 25.4397 -18.6262 -24.4135 0.197 0.204 0.106 0.19
```
Forces are in eV/Å.

Output
E_HOMO = -9.63 eV
net charge = 0
ΔE to the lowest compared entry with this formula, charge and spin = 1264.5 kJ/mol
LUMO = -7.275 eV